[1]
Density functional theory data (ωB97M-V/def2-TZVPD) for 2 unconnected molecules or ions with the total composition C6H10N3 at a distorted geometry.

Computed properties:
max |F|	6.7	eV Å⁻¹
highest occupied orbital energy (spin up / spin down)	-11.305 / -11.337	eV
spin multiplicity	1
total charge	+1
M	124.2	g/mol
ΔE to the lowest compared entry with this formula, charge and spin	162.2	kcal/mol

Last column: natural (NBO) charge in e.
Atoms and positions in Å:
H 0.28 -1.41 0.53  0.262
H -3.15 0.89 1.83  0.244
H -3.71 -2.04 -0.81  0.227
H 4.05 -0.35 0.29  0.272
H -4.16 -0.38 -1.76  0.231
C 3.26 0.35 -0.34  -0.683
C -3.02 0.48 0.86  0.117
C 0.93 1.24 -0.33  -0.234
N -0.32 1.33 0.04  0.039
H 1.42 1.96 -0.91  0.246
C -3.97 -0.96 -0.83  -0.283
H 1.98 -1.88 0.39  0.269
H 3.62 1.37 -0.56  0.263
N -3.46 -0.27 0.12  -0.228
H 1.39 -0.95 1.89  0.296
N -1.40 1.66 0.19  0.144
C 1.78 0.16 0.06  0.287
H 3.16 -0.17 -1.31  0.266
C 1.31 -1.03 0.68  -0.733

[2]
Density functional theory data (ωB97M-V/def2-TZVPD) for 2 unconnected molecules or ions with the total composition C6H10N3O2 at a distorted geometry.

Computed properties:
max |F|	1.2	eV Å⁻¹
highest occupied orbital energy (spin up / spin down)	-13.857 / -14.248	eV
spin multiplicity	1
total charge	+1
M	156.2	g/mol
ΔE to the lowest compared entry with this formula, charge and spin	170.2	kcal/mol

Last column: natural (NBO) charge in e.
Atoms and positions in Å:
H 1.55 -1.99 -1.52  0.266
N 1.89 -1.20 0.46  -0.456
C 1.65 0.13 2.57  -0.679
H -1.07 -0.27 -3.74  0.220
C -1.49 0.35 -2.96  -0.064
H 2.72 -1.71 0.72  0.456
O -2.91 0.49 -1.24  -0.405
O -2.99 -1.25 -2.52  -0.321
H -1.69 1.03 0.43  0.277
H -0.36 2.16 0.75  0.231
C -0.74 1.16 0.96  -0.435
H -1.23 1.39 -2.84  0.214
C 1.26 -0.29 1.22  0.456
H 0.88 -0.13 3.29  0.265
H 2.58 -0.35 2.87  0.258
N -2.54 -0.17 -2.19  0.427
N 0.20 0.17 0.53  -0.364
C 1.23 -1.33 -0.75  -0.171
H 1.79 1.21 2.61  0.264
C 0.19 -0.47 -0.67  0.328
H -0.92 1.07 2.03  0.233

DFT total energy for every record listed, in sequence, given in eV: -10841.2272 -14936.2019.